{
  "formula": "C31H70FINO16P3S",
  "method": "ωB97M-V/def2-TZVPD",
  "species": ["C", "O", "C", "C", "C", "C", "C", "C", "C", "C", "C", "C", "N", "C", "C", "O", "I", "S", "O", "O", "F", "H", "H", "H", "H", "H", "H", "H", "H", "H", "H", "H", "H", "H", "H", "H", "H", "H", "H", "H", "H", "H", "H", "H", "H", "H", "O", "P", "O", "C", "C", "O", "C", "C", "O", "C", "C", "H", "H", "H", "H", "H", "H", "H", "H", "H", "H", "H", "H", "H", "H", "H", "O", "P", "O", "C", "C", "O", "C", "C", "O", "C", "C", "H", "H", "H", "H", "H", "H", "H", "H", "H", "H", "H", "H", "H", "H", "H", "O", "P", "O", "C", "C", "O", "C", "C", "O", "C", "C", "H", "H", "H", "H", "H", "H", "H", "H", "H", "H", "H", "H", "H", "H", "H"],
  "positions_angstrom": [[-1.221994, 3.936775, -0.749336], [-0.011124, 4.668127, -0.780087], [0.880584, 4.376371, 0.286034], [2.300660, 4.253382, -0.288136], [3.359167, 4.209399, 0.860023], [4.466092, 3.135863, 0.659192], [4.614578, 2.150443, 1.831479], [3.529992, 1.064525, 1.985943], [3.049143, 0.380676, 0.688535], [3.945776, -0.837386, 0.282337], [4.812598, -0.580959, -0.959225], [4.083740, -0.734929, -2.293053], [2.898080, 0.161028, -2.454316], [1.780011, -0.487479, -3.177157], [0.770778, -1.118446, -2.195855], [0.624143, -2.308839, -2.154201], [-0.419671, 0.125395, -0.904302], [3.308235, 1.532442, -3.292743], [2.218421, 2.428492, -3.251293], [4.532481, 2.060197, -2.821845], [3.570298, 1.016187, -4.763697], [-1.335739, 3.402721, -1.698717], [-2.064772, 4.626333, -0.626033], [-1.281689, 3.198404, 0.056649], [0.677710, 3.425744, 0.794760], [0.822467, 5.195887, 1.018323], [2.324469, 3.272219, -0.768836], [2.491270, 5.063315, -0.990042], [2.821585, 4.051251, 1.801794], [3.824819, 5.198099, 0.857799], [5.416122, 3.680137, 0.601369], [4.333967, 2.670353, -0.319578], [4.568347, 2.763821, 2.741590], [5.627181, 1.735829, 1.804144], [3.977016, 0.265774, 2.591111], [2.649589, 1.400495, 2.541152], [2.875057, 1.061056, -0.142805], [2.071422, -0.053666, 0.922566], [4.610593, -1.042994, 1.126777], [3.316794, -1.727334, 0.171019], [5.594870, -1.352344, -0.966416], [5.344337, 0.369405, -0.871560], [3.821122, -1.773186, -2.502697], [4.806352, -0.463180, -3.074088], [2.138901, -1.304370, -3.808012], [1.269316, 0.242836, -3.808499], [8.295857, -6.668179, 0.912768], [7.334147, -5.687776, 1.494388], [6.310950, -5.424910, 0.235572], [5.459545, -6.480314, -0.194365], [4.376862, -6.797100, 0.823471], [8.224066, -4.318588, 1.393343], [9.628592, -4.358342, 1.147006], [9.929594, -4.279929, -0.336615], [6.332314, -4.889474, 2.558976], [6.084683, -5.484283, 3.844861], [7.364329, -5.798968, 4.594430], [6.051736, -7.372240, -0.419074], [4.998055, -6.147570, -1.124429], [4.803047, -7.302325, 1.696698], [3.624469, -7.459632, 0.394248], [3.890891, -5.885580, 1.171380], [10.075931, -5.244882, 1.595878], [10.065244, -3.495054, 1.653114], [9.349448, -5.006100, -0.905204], [10.990113, -4.454936, -0.524773], [9.667945, -3.293710, -0.724587], [5.482516, -6.389046, 3.720345], [5.486495, -4.771623, 4.411974], [7.948161, -6.569295, 4.076662], [7.140859, -6.166617, 5.595985], [7.992764, -4.911473, 4.673099], [-4.445687, 4.559714, 1.870722], [-5.442495, 4.977418, 2.895274], [-4.827737, 4.345401, 4.276616], [-3.603935, 4.861675, 4.786385], [-3.752447, 6.278552, 5.314471], [-6.625964, 3.883137, 2.631258], [-6.656664, 3.106489, 1.432285], [-5.855461, 1.829326, 1.557081], [-6.536390, 5.938713, 3.693619], [-6.693858, 7.301018, 3.259760], [-7.009194, 7.406301, 1.780451], [-2.827682, 4.815660, 4.016759], [-3.302923, 4.200238, 5.598922], [-3.875377, 6.987864, 4.489284], [-2.866330, 6.576803, 5.875935], [-4.627227, 6.363830, 5.958999], [-6.296893, 3.688717, 0.583553], [-7.707148, 2.881803, 1.237668], [-4.854168, 2.036099, 1.933567], [-5.773334, 1.341016, 0.584368], [-6.318183, 1.131711, 2.257416], [-5.789729, 7.868634, 3.498845], [-7.508504, 7.726044, 3.845320], [-6.171174, 7.050557, 1.169840], [-7.207362, 8.441986, 1.504096], [-7.878077, 6.797964, 1.527782], [-5.684427, -3.478782, -4.598794], [-6.259492, -2.443028, -3.698427], [-5.505560, -1.061635, -4.143893], [-5.749005, -0.529116, -5.440889], [-7.161879, 0.010301, -5.585391], [-5.475193, -2.753631, -2.301546], [-4.713914, -3.946878, -2.121901], [-3.265256, -3.739321, -2.515291], [-7.431735, -1.660207, -2.820237], [-8.798027, -2.081973, -2.974150], [-8.978645, -3.566987, -2.726774], [-5.545181, -1.287652, -6.202260], [-5.033948, 0.281337, -5.582451], [-7.886341, -0.809686, -5.628026], [-7.263055, 0.587541, -6.505127], [-7.425426, 0.642750, -4.737787], [-5.158756, -4.777132, -2.670345], [-4.770232, -4.204373, -1.062406], [-3.171508, -3.288981, -3.503292], [-2.724491, -4.687238, -2.512054], [-2.776538, -3.060338, -1.813765], [-9.153668, -1.815277, -3.973838], [-9.386742, -1.510851, -2.256907], [-8.452735, -4.161931, -3.482289], [-10.034395, -3.835762, -2.765771], [-8.575799, -3.846777, -1.753005]],
  "forces_ev_per_a": [[-0.420, 0.224, -0.358], [-0.066, -0.770, 0.523], [0.814, 0.649, -0.458], [-0.152, -0.629, 1.182], [-0.338, -0.013, -0.967], [0.057, 0.715, 0.371], [-0.472, 0.505, -0.022], [0.362, -0.362, -0.564], [-0.071, -1.045, 0.666], [-0.069, 1.026, -0.054], [-0.152, -0.963, 0.375], [1.092, 0.552, -0.016], [0.102, -0.196, -1.694], [-0.459, 0.028, 0.574], [0.088, -1.483, -0.147], [0.111, 1.262, 0.010], [0.277, 0.047, -0.379], [0.220, 1.320, 1.932], [-1.012, -0.395, -1.108], [0.901, -0.741, -0.157], [-0.344, 0.009, 0.244], [-0.039, 0.061, 0.060], [0.027, -0.105, -0.002], [0.203, 0.125, 0.038], [-0.384, 0.114, -0.066], [0.043, -0.164, 0.059], [0.027, 0.333, -0.509], [0.020, -0.192, -0.140], [0.235, 0.069, 0.066], [-0.039, -0.074, 0.509], [-0.019, -0.176, -0.111], [0.067, -0.235, 0.171], [0.230, -0.110, -0.028], [-0.190, -0.284, -0.059], [-0.229, 0.139, 0.171], [0.177, 0.383, -0.075], [0.158, 0.092, 0.113], [-0.001, 0.221, -0.058], [-0.003, -0.095, -0.116], [0.151, 0.021, -0.242], [-0.020, 0.108, -0.144], [-0.283, 0.090, -0.167], [-0.397, 0.122, 0.320], [-0.074, -0.215, 0.013], [-0.022, 0.040, 0.063], [-0.143, -0.054, 0.216], [-1.076, -2.062, 2.796], [0.744, 5.794, -5.062], [-0.007, -0.402, 0.675], [-0.233, -0.142, -0.110], [0.115, -0.050, 0.137], [-0.101, -0.246, 0.791], [0.228, -0.021, -0.295], [-0.088, 0.123, -0.163], [0.572, -3.062, 1.002], [-0.084, -0.032, 0.392], [0.151, 0.027, -0.147], [0.031, 0.031, 0.000], [0.104, 0.109, 0.006], [-0.044, -0.023, -0.011], [0.029, -0.014, -0.005], [-0.015, 0.016, -0.076], [-0.098, -0.087, -0.089], [-0.183, 0.048, 0.052], [0.052, -0.149, 0.134], [-0.002, 0.019, 0.014], [0.041, 0.014, 0.035], [-0.040, 0.040, 0.012], [-0.006, 0.100, -0.182], [-0.054, -0.013, 0.037], [-0.002, -0.011, -0.012], [-0.056, 0.027, 0.049], [0.268, 3.493, -0.603], [-2.014, -6.558, 2.793], [-0.100, 0.772, -0.334], [0.223, 0.091, 0.200], [-0.049, 0.084, -0.165], [-0.170, 0.747, -0.207], [0.095, -0.210, -0.158], [0.061, -0.183, 0.197], [1.950, 1.582, -1.860], [-0.160, 0.378, -0.084], [0.046, -0.200, -0.082], [-0.036, -0.024, -0.020], [-0.114, -0.094, -0.056], [0.031, 0.020, 0.038], [0.012, -0.012, -0.031], [0.029, -0.061, 0.041], [0.083, 0.082, 0.083], [-0.014, 0.030, 0.149], [0.034, 0.090, -0.142], [-0.003, -0.021, 0.020], [-0.086, 0.040, -0.037], [-0.033, 0.006, 0.041], [0.016, -0.183, 0.104], [-0.005, 0.062, 0.033], [0.013, -0.003, 0.007], [-0.044, 0.054, 0.044], [-3.209, -0.293, -0.916], [5.597, 2.373, 3.512], [-0.700, -0.438, -0.018], [-0.041, 0.215, -0.268], [-0.098, -0.170, 0.034], [-0.683, -0.126, -0.078], [0.364, -0.135, -0.106], [0.170, 0.181, 0.065], [-1.132, -1.700, -2.335], [-0.385, -0.082, 0.067], [0.201, -0.093, -0.010], [0.016, -0.023, 0.046], [0.068, -0.060, 0.136], [-0.011, 0.041, -0.033], [0.019, -0.029, -0.009], [0.066, 0.041, -0.015], [0.001, 0.096, -0.139], [-0.105, 0.174, 0.023], [-0.155, -0.138, -0.081], [-0.005, 0.008, 0.028], [0.005, -0.047, 0.026], [-0.017, 0.038, 0.031], [0.181, 0.103, 0.027], [-0.061, 0.037, -0.002], [0.003, 0.012, -0.008], [-0.063, 0.044, 0.033]],
  "lowdin_charge": [-0.132, -0.182, -0.242, -0.160, -0.174, -0.200, -0.199, -0.193, -0.220, -0.169, -0.173, -0.182, -0.190, -0.205, -0.780, 0.004, 0.918, 0.577, -0.225, -0.223, -0.129, 0.068, 0.082, 0.053, 0.111, 0.124, 0.079, 0.119, 0.102, 0.104, 0.106, 0.071, 0.105, 0.104, 0.099, 0.103, 0.066, 0.052, 0.102, 0.109, 0.117, 0.110, 0.131, 0.114, 0.130, 0.114, -0.219, 0.582, -0.214, -0.290, -0.080, -0.214, -0.293, -0.075, -0.193, -0.282, -0.081, 0.111, 0.117, 0.061, 0.079, 0.083, 0.103, 0.115, 0.072, 0.077, 0.075, 0.102, 0.122, 0.074, 0.082, 0.086, -0.225, 0.568, -0.205, -0.288, -0.081, -0.207, -0.291, -0.074, -0.188, -0.280, -0.081, 0.110, 0.118, 0.061, 0.078, 0.084, 0.103, 0.115, 0.069, 0.078, 0.076, 0.103, 0.121, 0.073, 0.081, 0.086, -0.221, 0.560, -0.204, -0.287, -0.080, -0.207, -0.289, -0.072, -0.190, -0.280, -0.081, 0.112, 0.118, 0.061, 0.078, 0.084, 0.103, 0.115, 0.074, 0.078, 0.069, 0.102, 0.121, 0.073, 0.081, 0.086],
  "multiplicity": 1,
  "e_tot_ha": -4301.6150,
  "smiles": "COCCCCCCCCCCN(CC(=O)I)S(=O)(=O)F.CCOP(=O)(OCC)OCC.CCOP(=O)(OCC)OCC.CCOP(=O)(OCC)OCC",
  "orbital_gap_ha": 0.322
}